Entry 1:
The molecule C5H6O2 in a non-equilibrium geometry, computed with ωB97M-V/def2-TZVPD.

Each atom is followed by the atoms it is bonded to, with distances in Å.
Positions of all 13 atoms, in Å:
1 C -1.8363 -0.8909 -0.2657  O2 1.417, H8 1.089, H9 1.098, H10 1.098
2 O -0.5822 -0.6883 0.3625  C1 1.417, C3 1.366
3 C -0.4019 0.6475 0.5835  O2 1.366, C4 1.330, H11 1.088
4 C 0.7444 1.2551 0.2911  C3 1.330, C5 1.460, H12 1.085
5 C 1.9368 0.5572 -0.1802  C4 1.460, C6 1.325, H13 1.084
6 C 2.0491 -0.7607 -0.2601  C5 1.325, O7 1.166
7 O 2.2407 -1.9070 -0.3485  C6 1.166
8 H -2.0976 -1.9450 -0.1827  C1 1.089
9 H -2.5977 -0.2816 0.2391  C1 1.098
10 H -1.7956 -0.5854 -1.3193  C1 1.098
11 H -1.2573 1.1488 1.0312  C3 1.088
12 H 0.8047 2.3277 0.4400  C4 1.085
13 H 2.8576 1.0979 -0.3658  C5 1.084

Values from the calculation:
- HOMO level: -0.292 Ha
- SMILES: CO/C=C\C=C=O
- Charge: 0
- Relative energy (zero: lowest compared OMol25 entry of this formula, charge and spin): 1.951 eV
- E_tot: -344.5302 Ha
- Orbital gap: 8.87 eV

***

Entry 2:
A cluster of 2 separate species, C6H10NOS in total in a non-equilibrium geometry, computed with ωB97M-V/def2-TZVPD.

Each atom is followed by the atoms it is bonded to, with distances in Å.
Positions of all 19 atoms, in Å:
1 C 1.2324 -0.2965 1.7401  C2 1.376, S9 1.684, H10 1.166
2 C 0.1639 0.5407 1.5119  C1 1.376, C4 1.444, N7 1.342
3 C 0.8112 -0.1808 -0.5548  N7 1.333, S9 1.680
4 C -0.7028 1.2376 2.4336  C2 1.444, H11 1.135, H12 1.097, H13 1.095
5 C -1.0025 1.3653 -0.4644  N7 1.431, H14 1.106, H15 1.045, H16 1.049
6 C 0.3092 -1.7469 -2.9799  O8 1.254, H17 1.074, H18 1.166
7 N -0.0412 0.5279 0.1857  C2 1.342, C3 1.333, C5 1.431
8 O 0.5442 -2.7036 -2.2035  C6 1.254, H19 0.974
9 S 1.9448 -0.9921 0.3822  C1 1.684, C3 1.680
10 H 1.6716 -0.7646 2.7133  C1 1.166
11 H -1.0268 0.3999 3.1282  C4 1.135
12 H -0.2483 2.0056 3.0707  C4 1.097
13 H -1.5453 1.6525 1.8715  C4 1.095
14 H -1.9801 0.8482 -0.4704  C5 1.106
15 H -1.1373 2.3636 -0.1878  C5 1.045
16 H -0.7919 1.4128 -1.4909  C5 1.049
17 H -0.7209 -1.4838 -3.1336  C6 1.074
18 H 1.0924 -1.2525 -3.6883  C6 1.166
19 H 1.4275 -2.9335 -1.8635  O8 0.974

Values from the calculation:
- HOMO level (alpha / beta): -0.457 / -0.457 Ha
- Charge: +1
- Relative energy (zero: lowest compared OMol25 entry of this formula, charge and spin): 3.787 eV
- E_tot: -762.4045 Ha
- Orbital gap (alpha / beta): 7.09 / 7.09 eV

***

Entry 3:
A cluster of 2 separate species, C10H16 in total in a non-equilibrium geometry, computed with ωB97M-V/def2-TZVPD.

Each atom is followed by the atoms it is bonded to, with distances in Å.
Positions of all 26 atoms, in Å:
1 C 2.5127 -1.8959 -1.1250  C2 1.553, H9 1.088, H10 1.089, H11 1.091
2 C 1.5945 -1.4071 0.0282  C1 1.553, C3 1.487, H12 1.089, H13 1.093
3 C 0.3811 -0.7088 -0.4741  C2 1.487, C4 1.398, C8 1.397
4 C -0.9180 -1.1498 -0.2040  C3 1.398, C5 1.391, H14 1.083
5 C -1.9793 -0.6024 -0.9170  C4 1.391, C6 1.386, H15 1.083
6 C -1.7832 0.4709 -1.7720  C5 1.386, C7 1.397, H16 1.086
7 C -0.5190 1.0490 -1.9138  C6 1.397, C8 1.388, H17 1.078
8 C 0.5238 0.4766 -1.1995  C3 1.397, C7 1.388, H18 1.087
9 H 3.4655 -2.3371 -0.8386  C1 1.088
10 H 2.8032 -1.0480 -1.7429  C1 1.089
11 H 1.9843 -2.6066 -1.7619  C1 1.091
12 H 1.3428 -2.3030 0.5933  C2 1.089
13 H 2.2188 -0.7158 0.6001  C2 1.093
14 H -1.1788 -1.8367 0.5923  C4 1.083
15 H -2.9806 -0.9701 -0.7307  C5 1.083
16 H -2.7134 0.8673 -2.1672  C6 1.086
17 H -0.4718 1.8647 -2.6175  C7 1.078
18 H 1.5409 0.6919 -1.5161  C8 1.087
19 C -0.4854 0.9205 2.5689  C20 1.538, H21 1.086, H22 1.091, H23 1.083
20 C -1.0169 2.1373 1.7922  C19 1.538, H24 1.086, H25 1.087, H26 1.097
21 H 0.3928 1.1314 3.1727  C19 1.086
22 H -1.2797 0.4984 3.1865  C19 1.091
23 H -0.2258 0.1906 1.8118  C19 1.083
24 H -1.0880 3.0452 2.3840  C20 1.086
25 H -1.8736 1.8381 1.1943  C20 1.087
26 H -0.2469 2.3994 1.0561  C20 1.097

Values from the calculation:
- HOMO level: -0.329 Ha
- SMILES: CCc1ccccc1.CC
- Charge: 0
- Relative energy (zero: lowest compared OMol25 entry of this formula, charge and spin): 0.739 eV
- E_tot: -390.6087 Ha
- Orbital gap: 9.92 eV

***

Entry 4:
The molecule C17H22F3N3O4 in a non-equilibrium geometry, computed with ωB97M-V/def2-TZVPD.

Each atom is followed by the atoms it is bonded to, with distances in Å.
Positions of all 49 atoms, in Å:
1 C -4.4734 -3.6238 -1.7915  C2 1.522, H28 1.087, H29 1.086, H30 1.088
2 C -4.2008 -3.7913 -0.3032  C1 1.522, O3 1.426, H31 1.092, H32 1.095
3 O -3.4649 -2.6904 0.2258  C2 1.426, C4 1.354
4 C -4.1942 -1.5915 0.5345  O3 1.354, O5 1.209, N6 1.353
5 O -5.3948 -1.5203 0.4093  C4 1.209
6 N -3.4288 -0.6028 1.0506  C4 1.353, C7 1.443, C27 1.445
7 C -1.9861 -0.5942 1.0616  N6 1.443, C8 1.530, H33 1.088, H34 1.096
8 C -1.4638 0.4431 0.0657  C7 1.530, N9 1.453, H35 1.091, H36 1.104
9 N -2.0065 1.7516 0.3902  C8 1.453, C10 1.453, C26 1.454
10 C -1.4316 2.8138 -0.4170  N9 1.453, C11 1.534, H37 1.102, H38 1.092
11 C -0.0190 3.1637 0.0671  C10 1.534, C12 1.519, H39 1.092, H40 1.090
12 C 1.0364 2.2855 -0.5836  C11 1.519, O13 1.209, N14 1.370
13 O 0.9983 1.9774 -1.7523  C12 1.209
14 N 2.0341 1.9128 0.2779  C12 1.370, C15 1.396, H41 1.011
15 C 3.1720 1.1474 0.0194  N14 1.396, C16 1.394, C25 1.393
16 C 3.4499 0.5988 -1.2322  C15 1.394, C17 1.379, H42 1.077
17 C 4.5932 -0.1503 -1.4173  C16 1.379, C18 1.387, H43 1.077
18 C 5.4688 -0.3615 -0.3620  C17 1.387, O19 1.410, C24 1.384
19 O 6.6014 -1.1414 -0.6720  C18 1.410, C20 1.313
20 C 7.4918 -1.4206 0.2522  O19 1.313, F21 1.347, F22 1.329, F23 1.347
21 F 8.1005 -0.3433 0.7847  C20 1.347
22 F 8.4496 -2.1708 -0.2822  C20 1.329
23 F 7.0070 -2.1084 1.3042  C20 1.347
24 C 5.2090 0.1744 0.8869  C18 1.384, C25 1.383, H44 1.078
25 C 4.0612 0.9252 1.0679  C15 1.393, C24 1.383, H45 1.080
26 C -3.4579 1.7150 0.3042  N9 1.454, C27 1.529, H46 1.092, H47 1.104
27 C -4.0044 0.6974 1.3053  N6 1.445, C26 1.529, H48 1.090, H49 1.095
28 H -5.1154 -2.7613 -1.9516  C1 1.087
29 H -4.9724 -4.5101 -2.1728  C1 1.086
30 H -3.5408 -3.4792 -2.3321  C1 1.088
31 H -3.5720 -4.6640 -0.1131  C2 1.092
32 H -5.1446 -3.8846 0.2435  C2 1.095
33 H -1.6142 -1.5858 0.8113  C7 1.088
34 H -1.6541 -0.3228 2.0700  C7 1.096
35 H -0.3755 0.4796 0.1288  C8 1.091
36 H -1.7371 0.1384 -0.9598  C8 1.104
37 H -1.3846 2.5517 -1.4859  C10 1.102
38 H -2.0697 3.6928 -0.3059  C10 1.092
39 H 0.2067 4.1912 -0.2270  C11 1.092
40 H 0.0109 3.0944 1.1543  C11 1.090
41 H 1.9624 2.2435 1.2303  N14 1.011
42 H 2.7700 0.7654 -2.0502  C16 1.077
43 H 4.8233 -0.5802 -2.3779  C17 1.077
44 H 5.8732 0.0256 1.7227  C24 1.078
45 H 3.8592 1.3438 2.0431  C25 1.080
46 H -3.8498 2.7045 0.5483  C26 1.092
47 H -3.7985 1.4428 -0.7100  C26 1.104
48 H -5.0881 0.6138 1.2186  C27 1.090
49 H -3.7362 1.0050 2.3210  C27 1.095

Values from the calculation:
- HOMO level: -0.323 Ha
- SMILES: CCOC(=O)N1CCN(CCC(=O)Nc2ccc(OC(F)(F)F)cc2)CC1
- Charge: 0
- Relative energy (zero: lowest compared OMol25 entry of this formula, charge and spin): 0.000 eV
- E_tot: -1425.8925 Ha
- Orbital gap: 9.24 eV